C9H35Al3O17P2 as an isolated structure in a non-equilibrium geometry, computed with ωB97M-V/def2-TZVPD.

Geometry as ORCA input:
```
! wB97M-V def2-TZVPD RIJCOSX def2/J DEFGRID3
* xyz 2 1
Al -22.41336 -35.06211 -1.54238
Al -23.75116 -33.55345 2.45202
Al -20.28006 -36.45487 2.28696
C -24.98239 -32.84654 -1.02292
O -24.90612 -33.85005 -0.21865
H -23.92892 -32.37398 -1.11888
H -25.43466 -33.06530 -1.99806
H -25.49047 -31.91670 -0.62820
P -20.67794 -33.33150 0.85014
O -20.12388 -34.51145 0.04276
O -22.07938 -33.03388 0.26769
O -19.83686 -32.07110 0.81110
O -20.98816 -33.86764 2.26874
P -23.57581 -36.86723 1.36227
O -22.67992 -35.61250 1.17196
O -22.78107 -37.99813 1.97910
O -24.11148 -37.17924 -0.00327
O -24.56008 -36.48879 2.46415
C -16.77346 -34.76546 1.31155
O -17.87535 -35.52365 0.82524
H -16.65717 -34.89745 2.38940
H -15.86120 -35.13306 0.83335
H -16.90113 -33.70172 1.11115
H -18.51465 -34.94660 0.35579
C -21.05121 -29.13580 -1.02850
O -21.63697 -30.30940 -0.42611
H -20.71064 -28.38925 -0.31299
H -20.20844 -29.44039 -1.65620
H -21.81389 -28.70992 -1.67529
H -20.92942 -30.80069 0.03707
C -19.84850 -29.23282 2.82939
O -20.61358 -30.40301 3.01223
H -19.88862 -28.64491 3.74566
H -18.78882 -29.52148 2.74627
H -20.17805 -28.60600 1.99693
H -20.37386 -31.03468 2.32062
C -17.63655 -32.74259 -1.85228
O -19.02020 -32.54073 -1.81258
H -17.14269 -32.65418 -0.88177
H -17.44231 -33.76558 -2.20316
H -17.14597 -32.05142 -2.54768
H -19.31888 -32.24228 -0.93347
C -24.21745 -29.63966 1.74067
O -23.62629 -30.91596 1.46988
H -23.51429 -28.84372 1.49678
H -25.11386 -29.47745 1.13142
H -24.52963 -29.58855 2.77947
H -22.99494 -30.82254 0.73432
C -17.12160 -29.83740 0.00705
O -17.44392 -30.86807 0.90646
H -18.02189 -29.25212 -0.20787
H -16.27904 -29.24744 0.35488
H -16.77167 -30.23499 -0.96576
H -18.33554 -31.23186 0.75747
C -17.86535 -32.94838 3.99879
O -18.85403 -33.92579 3.80969
H -17.00089 -33.28908 4.56489
H -17.51625 -32.52959 3.04238
H -18.27086 -32.11879 4.60207
H -19.53576 -33.55275 3.22749
C -22.55885 -31.50313 -3.55116
O -22.28187 -32.27625 -2.36676
H -23.63554 -31.38953 -3.66179
H -22.09986 -30.51491 -3.51243
H -22.09813 -32.02255 -4.38734
H -22.02560 -31.68346 -1.62715
*
```

Calculated values
Gap between HOMO and LUMO = 2.798 eV
HOMO = -14.67 eV



A 9-piece molecular cluster, C9H36N18O9 overall in a non-equilibrium geometry, computed with ωB97M-V/def2-TZVPD.

Geometry as ORCA input:
```
! wB97M-V def2-TZVPD RIJCOSX def2/J DEFGRID3
* xyz 0 1
C 3.60330 2.38560 2.71887
O 2.80552 3.24956 2.94542
N 3.58431 1.33030 3.43960
N 4.60984 2.48638 1.94092
H 2.95397 1.32999 4.22877
H 3.89910 0.48438 2.98638
H 4.99174 3.41909 1.87539
H 5.26510 1.72846 2.06860
C 1.39445 -3.01061 2.50828
O 2.29692 -3.51905 1.83229
N 0.40894 -3.75738 3.01124
N 1.39140 -1.71704 2.87124
H -0.28769 -3.23150 3.51944
H 0.41981 -4.76044 2.89360
H 2.25789 -1.19852 2.85019
H 0.65145 -1.41740 3.48995
C -1.55625 -3.50154 -1.61323
O -1.37716 -2.60372 -0.80103
N -2.21876 -4.57649 -1.20709
N -1.20596 -3.28113 -2.85706
H -2.28239 -4.70963 -0.20793
H -2.48975 -5.32078 -1.83374
H -0.52561 -2.54287 -2.96748
H -1.35554 -3.96938 -3.58097
C -4.63155 -1.03198 -1.60469
O -5.80144 -0.65473 -1.74369
N -4.34391 -2.08998 -0.88841
N -3.53852 -0.53747 -2.08032
H -3.37114 -2.32292 -0.74852
H -5.04010 -2.75664 -0.58677
H -3.61763 0.31549 -2.61538
H -2.64224 -1.00266 -2.06088
C -2.02311 -0.67732 2.66403
O -1.49031 -1.69774 3.07532
N -1.86636 0.46486 3.19150
N -2.82304 -0.49619 1.76086
H -1.35988 0.55532 4.06063
H -2.32553 1.21644 2.69713
H -3.12658 -1.25121 1.16259
H -2.94681 0.43812 1.39778
C -0.84054 5.46048 -1.06654
O -1.37216 4.95277 -2.01219
N -0.11368 4.79742 -0.21019
N -0.87835 6.68809 -0.77134
H 0.26114 5.21715 0.62852
H -0.10106 3.79600 -0.34096
H -0.43551 7.07993 0.04748
H -1.53143 7.31224 -1.22303
C 0.14683 1.18654 -4.29270
O 1.29934 1.43236 -4.46170
N -0.70894 0.58824 -5.10466
N -0.42930 1.65172 -3.27771
H -0.49006 0.24750 -6.02991
H -1.66147 0.42652 -4.81033
H -1.39446 1.40287 -3.11450
H 0.16120 2.15270 -2.62928
C 3.71324 -1.31859 -0.91082
O 3.72593 -0.70736 -1.96541
N 4.85327 -1.86526 -0.49687
N 2.80556 -1.40758 -0.00867
H 4.95874 -2.11076 0.47715
H 5.63807 -1.84652 -1.13235
H 2.92010 -1.94504 0.83874
H 1.96171 -0.85993 -0.09873
C 0.16115 1.25814 0.18710
O 0.22298 2.25607 -0.51041
N 0.14750 -0.01819 -0.24851
N 0.20415 1.16147 1.49876
H -0.05148 -0.72627 0.44367
H 0.09041 -0.17826 -1.24412
H 0.19266 0.22768 1.88348
H 0.25795 1.92022 2.16322
*
```

Calculated values
Energy above the lowest of the compared OMol25 structures with the same formula, charge and spin = 152.24 kcal per mole
Gap between HOMO and LUMO = 8.844 eV
HOMO = -8.91 eV



A 9-piece molecular cluster, C9H36O9 overall in a non-equilibrium geometry, computed with ωB97M-V/def2-TZVPD.

Geometry as ORCA input:
```
! wB97M-V def2-TZVPD RIJCOSX def2/J DEFGRID3
* xyz -1 2
C 3.60802 0.01905 -2.53832
O 4.96789 -0.44073 -2.45646
H 3.45557 0.95971 -3.06748
H 2.82436 -0.62945 -2.93002
H 3.30652 0.29664 -1.52830
H 5.31584 -0.12482 -1.61936
C -0.36640 3.28324 1.47682
O -0.66880 2.00587 1.87627
H 0.08508 3.27684 0.48474
H -1.35171 3.67846 1.22968
H 0.19730 3.73770 2.29157
H -1.50695 1.71515 1.50942
C -3.72733 -1.76918 -1.24688
O -4.70089 -2.05196 -2.18930
H -3.89563 -2.20672 -0.26284
H -2.78556 -2.13001 -1.66036
H -3.70045 -0.67973 -1.22527
H -5.42232 -1.89007 -1.57698
C 0.78157 -3.49330 -0.52055
O 1.93128 -4.16351 -1.16117
H 0.25568 -4.24068 0.07356
H 1.06350 -2.77343 0.24783
H 0.22621 -3.00743 -1.32280
H 2.26951 -4.81502 -0.54251
C 0.62453 -2.43178 3.05446
O -0.79079 -2.72704 2.87390
H 1.00539 -1.86518 2.20476
H 0.82935 -1.90242 3.98501
H 1.11995 -3.39525 2.93446
H -1.26271 -1.95703 3.19945
C 0.04894 0.30881 -1.07262
O 0.85692 0.22250 0.07784
H -0.31740 -0.71776 -1.06657
H -0.74701 1.04548 -0.96359
H 0.54296 0.39177 -2.04069
H 0.32972 0.63482 0.76607
C -3.72049 0.08920 1.78138
O -2.97457 0.75277 0.76909
H -3.28763 -0.67782 2.42357
H -4.31177 0.72567 2.43971
H -4.49443 -0.38678 1.17925
H -3.50047 1.33865 0.21975
C 0.64056 2.46389 -4.78601
O 1.55155 1.77626 -5.64793
H 1.16964 2.65137 -3.85165
H 0.41714 3.33054 -5.40817
H -0.29723 1.93474 -4.61673
H 2.29792 2.33346 -5.88041
C 2.26265 1.73742 3.85416
O 1.35872 1.91146 4.89125
H 1.69379 1.65986 2.92762
H 2.95402 2.56489 3.69473
H 2.92345 0.87213 3.90625
H 0.91491 2.75887 4.81055
*
```

Calculated values
Energy above the lowest of the compared OMol25 structures with the same formula, charge and spin = 54.95 kcal per mole
Gap between HOMO and LUMO (alpha / beta) = 2.282 / 9.666 eV
HOMO (alpha / beta) = 0.27 / -7.14 eV



C9H36O9 as an isolated structure in a non-equilibrium geometry, computed with ωB97M-V/def2-TZVPD.

Geometry as ORCA input:
```
! wB97M-V def2-TZVPD RIJCOSX def2/J DEFGRID3
* xyz 0 1
C 5.86108 -16.14641 9.85027
O 7.24634 -15.76946 9.72375
H 5.38913 -15.18611 10.05810
H 5.52900 -16.75891 9.01202
H 5.78597 -16.81421 10.70846
H 7.45198 -15.39276 10.58248
C 7.15692 -14.25054 7.98731
O 8.47586 -14.71488 8.40466
H 6.38949 -14.96859 7.69822
H 6.68515 -13.62830 8.74779
H 7.22278 -13.55298 7.15234
H 8.28807 -15.27843 9.15881
C 10.05979 -15.30837 6.41511
O 8.67074 -15.17481 6.28562
H 10.60115 -15.41389 5.47496
H 10.37521 -14.38487 6.90067
H 10.24369 -16.14566 7.08833
H 8.41318 -14.88254 7.16303
C 6.15345 -11.04293 7.15386
O 5.37108 -10.33850 8.07114
H 6.95237 -10.39053 6.80143
H 6.54766 -11.96223 7.58697
H 5.49574 -11.25131 6.31000
H 4.51818 -10.43580 7.64139
C 4.31012 -14.19447 7.23072
O 4.82463 -12.89768 6.80075
H 4.19434 -14.87079 6.38379
H 4.86177 -14.66305 8.04571
H 3.33610 -13.92640 7.64003
H 5.50829 -13.01664 6.13738
C 6.36520 -14.87748 5.33167
O 6.19826 -13.53016 5.42605
H 5.69040 -15.27605 4.57411
H 7.35238 -15.15596 4.96286
H 6.08759 -15.28788 6.30255
H 6.66952 -12.95374 4.82003
C 7.23306 -17.37143 7.49407
O 6.51888 -17.34623 6.27793
H 7.30298 -18.41503 7.80087
H 8.21549 -16.90450 7.42406
H 6.67465 -16.80995 8.24308
H 6.99136 -17.76207 5.55306
C 9.49217 -17.31146 9.72532
O 10.87321 -17.03626 10.00017
H 9.10414 -16.42296 9.22722
H 9.24632 -18.24568 9.22045
H 8.99317 -17.41973 10.68832
H 11.26140 -16.33448 9.47252
C 8.53952 -13.29656 10.86022
O 7.61644 -14.26844 11.26559
H 8.06858 -12.40945 10.43674
H 9.13802 -12.89652 11.67868
H 9.15929 -13.81964 10.13195
H 7.41235 -14.13714 12.19441
*
```

Calculated values
Energy above the lowest of the compared OMol25 structures with the same formula, charge and spin = 341.73 kcal per mole
Gap between HOMO and LUMO = 9.079 eV
HOMO = -8.87 eV



no.,molecular weight (g mol⁻¹)
1,558.3
2,540.5
3,288.4
4,288.4